16
Properties=species:S:1:pos:R:3 method="wB97M-V/def2-TZVPD" total_charge=0 e_above_lowest_kcal_mol=70.7 total_energy_ev=-28925.242 homo_lumo_gap_ev=8.245
C -0.565 1.025 -1.553
N -1.008 0.570 -0.308
N -2.412 0.723 -0.187
S -3.249 -0.753 -0.251
C -1.743 -1.586 0.173
C -0.690 -0.773 0.036
C 0.686 -1.151 0.524
S 1.898 -1.710 -0.733
H -0.005 1.983 -1.405
H -0.085 0.386 -2.348
H -1.500 1.534 -2.013
H -2.679 1.307 0.612
H -1.534 -2.636 0.241
H 0.657 -2.023 1.161
H 1.138 -0.314 1.186
H 1.384 -3.039 -0.604